# 1
A molecular structure, C41H41Cl2F3MnN5O5PS, computed with ωB97M-V with the def2-TZVPD basis set.

Each line ends with the Mulliken charge.
Element x y z (Å)
Mn 0.6843 0.7725 -0.4620  2.03
Cl 0.6780 7.9264 0.1223  -0.28
Cl 0.9286 7.3225 -3.0250  -0.28
S 4.2632 0.2191 -1.4019  0.98
P -2.0647 0.7494 -0.2857  1.09
F 3.7841 -1.1166 -3.6439  -0.22
F 3.7851 -2.3520 -1.8684  -0.20
F 5.6574 -1.6327 -2.6849  -0.27
O 1.4615 2.7178 -4.0510  -0.86
O 4.6900 1.2679 -2.2883  -0.73
O 2.8381 0.2275 -1.0793  -1.45
O 5.1259 -0.0861 -0.2872  -0.75
O 0.0687 4.1431 2.7611  -0.82
N 0.4593 2.7994 0.8781  0.11
N 0.3991 -1.1462 0.4594  1.58
N 0.2674 -0.2370 -2.5350  1.68
N 0.8110 2.3210 -1.8371  1.23
N -0.7092 0.8166 2.6999  1.06
C 0.8783 4.7244 -2.2818  -1.14
C 3.7141 -3.5961 1.6230  0.78
C -3.1313 0.7420 -1.8579  0.40
C 0.2958 0.9611 5.2849  -0.86
C 0.7681 -3.9701 -0.6797  -1.43
C 1.1213 0.1016 -4.7334  -0.84
C -4.8124 -3.3868 1.5153  -1.72
C -0.8446 -1.6365 0.7181  -1.61
C -2.6190 1.8079 -2.8327  -1.18
C -3.3749 3.0938 0.4032  -1.46
C 0.8290 6.0365 -1.8451  -0.02
C -3.2974 -1.5629 0.6313  0.19
C -0.0170 1.8742 3.0962  -0.13
C 1.5093 -1.9829 0.7932  -0.24
C 2.7367 -4.0835 0.7733  -0.92
C -3.4571 -2.7827 1.2615  0.33
C 0.6145 3.8978 -0.0019  -0.52
C -3.3319 -0.5773 -2.6036  -1.51
C 4.3740 -1.2970 -2.4491  0.62
C -0.9198 -0.1644 3.5785  -0.05
C 0.6004 5.2414 0.3981  -1.05
C 0.1959 3.0546 2.1628  0.16
C 0.8407 0.5464 -3.4491  0.39
C 1.6650 -3.3104 0.3354  1.52
C 0.1790 -2.0059 -4.1251  -1.18
C 3.5958 -2.2747 2.0135  -0.93
C -0.4295 -0.1500 4.8711  -1.11
C 0.7893 3.6471 -1.3990  0.00
C 1.0947 2.0121 -3.1053  -0.05
C -3.3588 1.6068 0.7742  0.51
C 0.4861 1.9962 4.3951  -0.60
C -3.2286 1.4570 2.2850  -1.79
C -1.0419 -2.8585 1.4362  0.09
C -2.2778 -3.4057 1.6793  -1.22
C -0.0668 -1.4753 -2.8697  -1.38
C -2.0629 -0.9607 0.3652  0.07
C 4.8831 -4.4405 2.0552  -1.68
C 2.6079 -0.0221 2.0099  -0.53
C 2.5406 -1.4670 1.6089  0.48
C 0.7957 -1.1997 -5.0698  -0.85
C 0.7076 6.2912 -0.5000  0.01
H -5.0847 -3.3600 2.5753  0.25
H 5.0180 -4.4102 3.1393  0.36
H 1.0069 4.5257 -3.3315  0.70
H -3.4460 -1.4325 -1.9372  0.22
H -0.1677 -3.3740 1.8123  0.51
H 0.4876 5.4713 1.4406  0.85
H -2.4886 2.7831 -2.3623  0.26
H -4.1495 1.8247 2.7503  0.60
H -4.3168 1.1617 0.4811  0.68
H -2.3996 2.0479 2.6734  0.39
H -3.3149 1.9205 -3.6712  0.51
H -4.1189 1.0634 -1.5106  0.68
H 1.0138 -1.5816 -6.0603  0.37
H 0.8467 -5.0557 -0.5870  0.49
H -1.6507 1.5234 -3.2372  -0.06
H 4.3680 -1.8275 2.6332  0.37
H 3.3508 0.4883 1.3969  0.20
H -4.1957 -1.0234 0.3378  0.06
H 1.0969 -3.7019 -1.6846  0.14
H -1.5032 -1.0044 3.2212  0.00
H 2.9097 0.0811 3.0551  0.57
H 2.8133 -5.1047 0.4086  0.21
H -2.4982 -0.7783 -3.2727  0.26
H -5.5851 -2.8461 0.9654  0.40
H -2.3802 3.5293 0.5297  0.21
H -3.0793 0.4200 2.5866  0.17
H 4.7443 -5.4825 1.7613  0.39
H -0.1066 -3.0266 -4.3446  0.51
H 5.8113 -4.0852 1.6006  0.29
H -4.8523 -4.4328 1.1987  0.36
H -4.0656 3.6368 1.0553  0.46
H -2.3325 -4.3435 2.2273  0.32
H 0.7001 1.0170 6.2894  0.37
H -4.2307 -0.5079 -3.2250  0.51
H 1.0162 2.8992 4.6599  0.56
H -0.6157 -0.9870 5.5321  0.46
H 1.5913 0.7926 -5.4172  0.59
H 1.6591 0.4772 1.8760  -1.05
H -3.6890 3.2648 -0.6273  0.33
H -0.5598 -2.0484 -2.0993  0.87
H -0.2820 -3.7079 -0.5757  0.16

* multiplicity: 6
* charge: -2
* Kohn-Sham gap (spin up / spin down): 0.230 / 0.234 Eh
* ΔE to the lowest compared entry with this formula, charge and spin: 6.2 kcal per mole

# 2
4 unconnected molecules or ions with the total composition C2H14NO4 at a distorted geometry, computed with ωB97M-V with the def2-TZVPD basis set.

Each line ends with the natural charge from an NBO analysis.
Element x y z (Å)
O 2.5897 0.2491 -0.9640  -0.97
O -0.0139 -0.6838 -2.5113  -0.97
O 0.7412 -1.3664 1.6768  -0.72
O -2.6720 0.2638 -0.4494  -0.97
N 0.0677 0.7986 -0.1382  -0.72
C -0.4258 -0.5648 1.8788  -0.08
C -0.1622 0.8282 1.3175  -0.25
H 0.7082 -0.4971 -3.1342  0.49
H -0.5812 -0.4572 2.9502  0.20
H 0.6194 1.6085 -0.3974  0.44
H -0.3783 -1.4860 -2.9088  0.49
H 0.5106 -0.0037 -0.6053  0.49
H -1.2506 -1.0523 1.3829  0.20
H -0.8501 1.5975 1.6550  0.24
H 0.7652 1.1618 1.7839  0.21
H -2.9084 -0.5710 -0.8723  0.49
H 3.3359 -0.0080 -1.5253  0.49
H -0.8416 0.7646 -0.6411  0.47
H 1.4272 -1.0362 2.2724  0.47
H 2.7956 -0.3361 -0.2176  0.48
H -3.4765 0.7903 -0.5526  0.50

* multiplicity: 1
* charge: +1
* Kohn-Sham gap: 0.428 Eh
* ΔE to the lowest compared entry with this formula, charge and spin: 4.2 kcal per mole

# 3
A molecular structure, C16H23BCrF6N4O5S3 at a distorted geometry, computed with ωB97M-V with the def2-TZVPD basis set.

Each line ends with the natural charge from an NBO analysis.
Element x y z (Å)
Cr -0.2420 -1.2229 -0.0474  0.84
S 1.1266 1.4983 -1.2001  1.29
S -0.0378 -1.8623 -3.0960  2.24
S -2.3197 -0.5051 -2.5719  2.24
F -0.2533 -2.7683 -5.5405  -0.31
F -1.3536 1.6908 -3.7358  -0.31
F -0.3636 -4.3079 -4.0225  -0.30
F -3.4336 1.2940 -4.1448  -0.31
F 1.5364 -3.3741 -4.4831  -0.31
F -1.9065 0.1252 -5.1263  -0.31
O -1.5732 0.1408 -1.4984  -0.94
O 0.5806 -0.6832 -3.6358  -0.93
O 0.5110 -2.4466 -1.8834  -0.90
O 1.3227 0.1112 -0.6256  -0.98
O -3.7156 -0.7346 -2.3834  -0.91
N 1.0124 -2.4211 0.8652  -0.57
N -0.7649 -0.1824 1.2875  -0.71
N -2.7425 -3.0389 0.3029  -0.65
N -1.6212 -1.8214 -3.0815  -1.20
C 1.5683 0.1357 2.9801  -0.64
C 0.2257 -3.1663 -4.3643  0.74
C -3.3666 0.5721 2.0204  -0.62
C -0.2496 3.7042 -0.3451  -0.62
C 1.8923 -3.0754 1.2273  0.46
C 0.1970 0.6128 3.3693  -0.08
C -2.2348 0.7282 -3.9860  0.73
C -2.3497 1.4486 4.1482  -0.21
C -1.2679 1.6727 4.9920  -0.29
C -1.7992 -2.3586 0.1798  0.47
C -2.1924 0.8238 2.9229  -0.09
C 0.5663 2.5296 0.1743  -0.63
C 2.8208 2.0766 -1.3529  -0.58
C -0.9066 0.3756 2.5037  0.21
C 3.5632 1.1952 -2.3464  -0.62
C -0.0087 1.2513 4.5833  -0.21
B 3.0993 -3.9637 1.7199  -0.58
H -0.0454 1.8370 0.7587  0.30
H 3.0583 -5.0093 1.1048  0.00
H 1.4266 2.8387 0.7688  0.22
H -3.5990 -3.1533 0.8100  0.44
H -1.4027 2.1646 5.9472  0.19
H -0.6087 4.3034 0.4917  0.22
H 3.2636 2.0345 -0.3562  0.23
H 3.6382 0.1802 -1.9600  0.24
H -4.2323 1.1625 2.3261  0.20
H 2.9758 -4.1344 2.9151  0.00
H 0.8481 1.4211 5.2288  0.19
H -3.1145 0.8015 0.9831  0.23
H 2.3376 0.6732 3.5389  0.19
H -3.3421 1.7750 4.4460  0.19
H -3.6514 -0.4854 2.0410  0.19
H 2.7616 3.1165 -1.6847  0.22
H 4.1099 -3.3385 1.4627  0.00
H 1.7461 0.2548 1.9107  0.22
H 0.3350 4.3554 -0.9993  0.20
H -1.1141 3.3469 -0.9048  0.23
H 4.5678 1.5819 -2.5181  0.21
H 1.6854 -0.9311 3.1848  0.23
H 3.0366 1.1510 -3.3009  0.22

* multiplicity: 4
* charge: -1
* Kohn-Sham gap (spin up / spin down): 0.220 / 0.235 Eh
* ΔE to the lowest compared entry with this formula, charge and spin: 0.0 kcal per mole

# 4
A single C8H10N2S molecule, computed with ωB97M-V with the def2-TZVPD basis set.

Each line ends with the natural charge from an NBO analysis.
Element x y z (Å)
S -3.2998 0.2789 -0.1151  0.51
N -0.9435 1.6172 0.0665  -0.41
N -2.8768 -1.4439 0.2142  -0.59
C -0.0527 0.5957 0.6200  -0.22
C -2.2223 1.5018 -0.1593  -0.14
C 1.9774 -2.4773 -0.0769  -0.65
C -0.5089 -2.2151 0.0034  -0.27
C -0.3377 2.9255 -0.1093  -0.40
C 0.7782 -0.2022 -0.4096  -0.46
C 0.7064 -1.7042 -0.1422  0.09
C -1.7125 -1.7721 0.0633  0.36
H -0.6772 -0.0975 1.1845  0.23
H 1.8133 0.1378 -0.4012  0.21
H 2.7627 -1.8778 0.3849  0.21
H 0.3696 -0.0117 -1.4083  0.23
H 1.8440 -3.3963 0.4923  0.23
H -1.0986 3.6345 -0.4279  0.23
H 2.3124 -2.7407 -1.0815  0.23
H 0.6166 1.0900 1.3294  0.21
H 0.0957 3.2735 0.8334  0.19
H 0.4538 2.8839 -0.8607  0.20

* multiplicity: 1
* charge: 0
* Kohn-Sham gap: 0.297 Eh
* ΔE to the lowest compared entry with this formula, charge and spin: 90.1 kcal per mole

| no. | calculated total energy (eV) |
| --- | --- |
| 1 | -145519.3032 |
| 2 | -11975.2611 |
| 3 | -111071.6372 |
| 4 | -22269.0111 |